Formula: C21H26FN3O4S
Source: the OMol25 dataset
Level of theory: the ωB97M-V functional and the def2-TZVPD basis

Structure (ORCA input):
```
! wB97M-V def2-TZVPD RIJCOSX def2/J DEFGRID3
* xyz 0 1
C -4.78806 -2.65590 -0.86211
C -4.86026 -2.15973 0.57848
O -4.90099 -0.74956 0.66769
C -3.77273 -0.02372 0.43443
C -3.94569 1.36048 0.36727
C -2.87920 2.20491 0.15415
C -1.59438 1.68495 0.00255
C -1.41919 0.30689 0.07472
C -2.49061 -0.54195 0.28676
H -2.30740 -1.60276 0.33578
H -0.42954 -0.11706 -0.04335
N -0.46970 2.47793 -0.23608
C -0.38595 3.82240 -0.38961
O -1.31214 4.60250 -0.33857
C 1.04051 4.28119 -0.69744
C 2.09716 3.75373 0.27882
N 2.23908 2.30371 0.21116
C 2.73819 1.70961 1.44057
C 2.60435 0.19108 1.34977
N 3.32390 -0.28275 0.19283
S 3.60433 -1.92366 0.13716
O 4.35283 -2.18240 -1.05393
O 4.13989 -2.30268 1.40784
C 1.96830 -2.64601 -0.03438
C 1.25722 -2.97622 1.10427
C -0.02126 -3.49310 0.98519
C -0.55012 -3.65885 -0.28484
C 0.15124 -3.32548 -1.43211
C 1.43012 -2.81234 -1.29689
H 2.02856 -2.56102 -2.15785
H -0.29988 -3.47537 -2.39994
F -1.79069 -4.16499 -0.40713
H -0.60144 -3.77081 1.85085
H 1.72407 -2.84650 2.06731
C 2.89657 0.33396 -1.03867
C 3.04438 1.84844 -0.91080
H 2.69233 2.32380 -1.82742
H 4.10792 2.09765 -0.76814
H 3.53307 -0.05736 -1.83187
H 1.84472 0.08943 -1.26113
H 3.04547 -0.29069 2.22204
H 1.53640 -0.07335 1.28927
H 2.13952 2.07155 2.27884
H 3.79392 1.96959 1.61586
H 3.05593 4.25792 0.08066
H 1.78784 4.01423 1.29372
H 1.27674 3.97301 -1.71822
H 1.04394 5.37126 -0.66947
H 0.43357 2.00179 -0.19759
H -3.02841 3.26999 0.09903
H -4.94199 1.75499 0.48742
H -4.02994 -2.56484 1.16971
H -5.79743 -2.48571 1.03802
H -3.88855 -2.28997 -1.35060
H -5.65108 -2.30044 -1.41924
H -4.77551 -3.74178 -0.87479
*
```

Summary:
orbital gap	8.28	eV
SMILES	CCOc1ccc(NC(=O)CCN2CCN(S(=O)(=O)c3ccc(F)cc3)CC2)cc1
lowest unoccupied orbital energy	0.47	eV
electronic energy	-48412.182	eV

Formula: C4H12NO2
Source: the OMol25 dataset
Level of theory: the ωB97M-V functional and the def2-TZVPD basis

Structure (ORCA input):
```
! wB97M-V def2-TZVPD RIJCOSX def2/J DEFGRID3
* xyz -1 1
C 0.09567 -1.31836 -0.48061
N 0.66783 -0.32263 -1.38788
C 1.14967 0.93260 -0.77457
O 0.32377 1.64580 0.00659
C -0.65273 -0.94923 0.81298
C 0.30489 -0.79541 2.02895
H 0.93458 -1.93721 -0.12432
H -0.46864 -2.04659 -1.07255
H -0.06479 -0.12161 -2.04569
H 1.52720 1.53525 -1.63796
H 2.09447 0.66673 -0.26248
H -1.10793 0.02773 0.70251
H -1.34757 -1.74811 1.08821
H 0.44694 -1.77254 2.49606
H -0.24176 -0.08379 2.63225
H 1.29288 -0.42698 1.75625
H -1.88026 2.90900 -1.61341
H -1.08918 1.78654 -0.86006
O -1.98503 2.01881 -1.26426
*
```

Summary:
orbital gap	7.40	eV
lowest unoccupied orbital energy	4.25	eV
electronic energy	-9927.658	eV

Formula: C5H8O2
Source: the OMol25 dataset
Level of theory: the ωB97M-V functional and the def2-TZVPD basis

Structure (ORCA input):
```
! wB97M-V def2-TZVPD RIJCOSX def2/J DEFGRID3
* xyz 1 2
O 0.41830 2.83007 1.15368
C 0.24113 1.65275 1.09151
C -0.81335 1.05144 0.21404
C -0.22337 0.20713 -0.95463
C -0.19675 -1.28690 -0.63996
C 1.00280 -1.65761 0.21032
O 1.18484 -2.74045 0.67216
H 0.87846 1.01145 1.73466
H -1.40690 0.44906 0.90694
H -1.47578 1.82734 -0.16124
H -0.83266 0.43466 -1.82404
H 0.79276 0.52906 -1.18759
H -1.08253 -1.59447 -0.07610
H -0.23388 -1.86849 -1.56151
H 1.74692 -0.84503 0.42175
*
```

Summary:
orbital gap (alpha / beta)	8.01 / 3.94	eV
expectation value of S²	0.757
lowest unoccupied orbital energy (alpha / beta)	-6.14 / -10.00	eV
electronic energy	-9398.672	eV